Entry 1:
This record from the Open Molecules 2025 dataset describes a structure of composition C22H38O3P2SZr in a non-equilibrium geometry. The level of theory is ωB97M-V/def2-TZVPD.

ORCA input file:
```
! wB97M-V def2-TZVPD RIJCOSX def2/J DEFGRID3
* xyz 2 1
P 3.270 1.486 -2.773
P -0.174 0.965 -3.681
C 2.632 1.384 -4.474
C 1.187 1.916 -4.598
H 2.717 0.327 -4.797
H 3.354 1.966 -5.059
H 1.123 2.986 -4.323
H 0.899 1.856 -5.661
C -0.432 -0.420 -4.856
H -1.296 -1.048 -4.542
H 0.511 -0.995 -4.862
H -0.620 -0.005 -5.852
C -1.566 2.068 -3.941
H -1.797 1.995 -5.015
H -1.247 3.119 -3.759
H -2.491 1.829 -3.383
C 4.785 0.534 -2.735
H 5.074 0.368 -1.683
H 5.555 1.109 -3.252
H 4.628 -0.433 -3.256
C 3.629 3.234 -2.449
H 2.770 3.874 -2.716
H 4.505 3.530 -3.041
H 3.867 3.351 -1.379
Zr -0.754 -0.398 1.129
C -0.864 0.523 -1.089
C -0.181 -0.137 -2.280
C 1.231 -0.681 -1.980
C 1.743 -1.097 -0.568
C 2.559 -0.028 0.189
C 2.266 1.282 0.282
C 1.226 1.932 -0.582
C -0.272 1.679 -0.338
C -0.197 0.978 2.822
H -1.929 0.702 -1.234
H -0.749 -1.052 -2.567
H 1.991 0.111 -2.303
H 1.445 -1.500 -2.697
H 0.971 -1.678 -0.018
H 2.454 -1.944 -0.737
H 3.331 -0.477 0.813
H 2.687 1.962 1.027
H 1.455 1.564 -1.605
H 1.447 3.004 -0.641
H -0.406 1.484 0.770
H -0.899 2.615 -0.463
H -1.201 1.409 3.053
H 0.511 1.830 2.744
H 0.096 0.319 3.670
C -4.988 -3.044 7.687
C -4.071 -2.833 6.534
C -2.724 -3.162 6.702
C -1.826 -2.969 5.670
C -2.332 -2.445 4.474
C -3.666 -2.151 4.238
C -4.537 -2.345 5.302
S -1.908 -2.593 1.871
O -1.420 -2.388 3.449
O -0.412 -2.416 1.457
O -2.560 -1.210 1.479
H -5.178 -4.117 7.862
H -4.515 -2.610 8.581
H -5.929 -2.527 7.475
H -2.374 -3.544 7.652
H -0.764 -3.202 5.732
H -4.049 -1.762 3.309
H -5.591 -2.086 5.216
*
```

Output
Molar mass in g/mol: 535.8
E_tot in Eh: -2214.07307
HOMO-LUMO gap in eV: 6.53

=====

Entry 2:
This record from the Open Molecules 2025 dataset describes a cluster of 2 separate species, C28H33NO4 in total in a non-equilibrium geometry. The level of theory is ωB97M-V/def2-TZVPD.

ORCA input file:
```
! wB97M-V def2-TZVPD RIJCOSX def2/J DEFGRID3
* xyz 0 1
C 1.757 1.120 4.847
C 1.451 -0.150 4.101
O 1.247 0.213 2.720
C 0.821 -0.814 1.929
C 1.288 -0.624 0.533
C 1.563 -1.804 -0.248
O 1.242 -2.930 0.139
C 2.209 -1.593 -1.635
C 3.702 -1.262 -1.603
C 4.066 0.202 -1.328
C 3.974 0.665 0.144
C 2.737 1.492 0.482
C 1.425 0.766 0.066
O 0.091 -1.699 2.344
H 1.934 0.872 5.894
H 2.647 1.618 4.448
H 0.920 1.823 4.797
H 2.296 -0.851 4.154
H 0.546 -0.639 4.478
H 2.071 -2.540 -2.180
H 1.641 -0.836 -2.205
H 4.206 -1.934 -0.894
H 4.093 -1.508 -2.600
H 5.115 0.334 -1.634
H 3.479 0.864 -1.980
H 4.018 -0.200 0.823
H 4.855 1.290 0.360
H 2.688 1.695 1.562
H 2.772 2.463 -0.035
H 1.331 0.778 -1.030
H 0.555 1.320 0.456
C 0.736 -0.087 -6.200
O -0.005 -1.177 -5.606
C -0.513 -1.018 -4.355
C -0.554 0.224 -3.677
C -0.846 0.236 -2.322
C -1.118 -0.954 -1.614
C -1.295 -0.968 -0.193
C -1.948 0.023 0.546
C -2.956 -0.307 1.550
C -3.537 -1.510 1.920
C -4.678 -1.474 2.736
C -5.217 -0.247 3.168
C -4.624 0.980 2.818
C -3.489 0.914 2.020
N -2.828 1.952 1.358
C -3.176 3.359 1.470
C -1.910 1.442 0.494
C -1.216 -2.165 -2.359
C -0.955 -2.196 -3.701
H 0.864 -0.400 -7.237
H 0.183 0.862 -6.152
H 1.709 0.027 -5.698
H -0.298 1.158 -4.180
H -0.852 1.188 -1.796
H -1.190 -1.929 0.308
H -3.097 -2.432 1.549
H -5.162 -2.409 3.026
H -6.116 -0.249 3.783
H -5.023 1.947 3.130
H -3.697 3.509 2.418
H -2.262 3.962 1.457
H -3.832 3.678 0.647
H -1.293 2.110 -0.102
H -1.524 -3.068 -1.828
H -1.021 -3.112 -4.286
*
```

Output
Molar mass in g/mol: 447.6
E_tot in Eh: -1442.38350
HOMO-LUMO gap in eV: 5.53

=====

Entry 3:
This record from the Open Molecules 2025 dataset describes a cluster of 2 separate species, C6H12FNO in total in a non-equilibrium geometry. The level of theory is ωB97M-V/def2-TZVPD.

ORCA input file:
```
! wB97M-V def2-TZVPD RIJCOSX def2/J DEFGRID3
* xyz 0 1
C 0.650 0.047 2.547
C -0.036 -0.005 -2.261
C -1.512 0.939 -0.449
C -0.270 -1.156 -0.174
C 0.891 0.851 -0.106
C -0.218 0.161 -0.782
N 0.036 0.221 3.623
O 2.104 0.374 -0.249
F 1.633 -0.946 2.428
H 0.254 0.949 -2.652
H 0.714 -0.802 -2.488
H -0.963 -0.339 -2.860
H -2.387 0.180 -0.394
H -1.681 1.693 -1.196
H -1.512 1.380 0.540
H 0.562 -1.763 -0.113
H -0.417 -0.979 0.867
H -0.963 -1.847 -0.791
H 0.674 1.799 0.422
H 0.191 -0.153 4.541
H 2.251 -0.603 -0.452
*
```

Output
Molar mass in g/mol: 133.2
E_tot in Eh: -465.49121
HOMO-LUMO gap (spin up / spin down) in eV: 7.96 / 6.64